Entry 1:
This record from the OMol25 dataset describes an isolated molecule of C6H10N2O2 at a distorted geometry. The level of theory is ωB97M-V with the def2-TZVPD basis set.

Total charge: 0
Highest occupied orbital energy in eV: -8.895
LUMO in eV: 0.83
SMILES: [H]/N=C1/CC=[N+]([O-])[C@H](O)[C@H]1C
E_tot in Eh: -494.49236

Each atom is followed by the atoms it is bonded to, with distances in Å.
CARTESIAN COORDINATES (ANGSTROEM)
1 H 2.8005 0.0015 -1.1570  N2 1.104
2 N 2.2440 -0.8524 -0.7339  H1 1.104, C3 1.263
3 C 1.0645 -0.5713 -0.3789  N2 1.263, C4 1.492, C10 1.485
4 C 0.3647 -1.6513 0.3762  C3 1.492, C5 1.517, H12 1.033, H13 1.055
5 C -1.1294 -1.4260 0.5151  C4 1.517, N6 1.278, H14 1.044
6 N -1.6944 -0.3252 0.1970  C5 1.278, O7 1.257, C8 1.541
7 O -2.9152 -0.0690 0.3484  N6 1.257
8 C -0.9393 0.7549 -0.6015  N6 1.541, O9 1.457, C10 1.500, H15 1.135
9 O -1.1545 0.4536 -2.0105  C8 1.457, H16 0.984
10 C 0.5457 0.8201 -0.4022  C3 1.485, C8 1.500, C11 1.585, H17 0.972
11 C 0.8533 1.4790 1.0059  C10 1.585, H18 1.072, H19 1.182, H20 1.083
12 H 0.7673 -1.8273 1.3113  C4 1.033
13 H 0.5011 -2.5491 -0.1603  C4 1.055
14 H -1.7217 -2.1358 0.9990  C5 1.044
15 H -1.5626 1.5938 -0.1573  C8 1.135
16 H -1.9886 -0.0668 -2.0393  O9 0.984
17 H 0.9660 1.3421 -1.1061  C10 0.972
18 H 0.1224 1.3470 1.7793  C11 1.072
19 H 1.0779 2.6352 0.9038  C11 1.182
20 H 1.7982 1.0470 1.3109  C11 1.083

These are the Mulliken partial charges, in e, on atoms 1 to 2: H 0.29; N -0.74


Entry 2:
This record from the OMol25 dataset describes a cluster of 2 separate species, C6H10N2O3 in total at a distorted geometry. The level of theory is ωB97M-V with the def2-TZVPD basis set.

Total charge: 0
Highest occupied orbital energy in eV: -8.720
LUMO in eV: 0.70
SMILES: [H]/N=C(\N)OC.O=C1CC=CO1
E_tot in Eh: -569.81419

Each atom is followed by the atoms it is bonded to, with distances in Å.
CARTESIAN COORDINATES (ANGSTROEM)
1 H 1.9336 1.2274 1.5721  N2 1.042
2 N 1.8257 0.1956 1.6745  H1 1.042, C3 1.326
3 C 0.9130 0.0364 2.6229  N2 1.326, N4 1.321, O5 1.353
4 N 0.1810 0.8717 3.3373  C3 1.321, H7 1.027, H8 0.988
5 O 0.6031 -1.2485 2.9137  C3 1.353, C6 1.418
6 C 1.1704 -2.2527 2.0892  O5 1.418, H9 1.101, H10 1.054, H11 1.113
7 H -0.4213 0.4026 4.0238  N4 1.027
8 H -0.2494 1.6904 2.9904  N4 0.988
9 H 0.8869 -1.9919 1.0581  C6 1.101
10 H 2.2108 -2.3388 2.2317  C6 1.054
11 H 0.7740 -3.1982 2.5218  C6 1.113
12 O 0.1658 -0.6286 -0.9118  C13 1.207
13 C -0.4632 0.0508 -1.6863  O12 1.207, C14 1.529, O17 1.330
14 C -1.8016 -0.2165 -2.3744  C13 1.529, C15 1.465, H18 1.092, H19 1.101
15 C -1.8759 0.7857 -3.4406  C14 1.465, C16 1.318, H20 1.067
16 C -0.8282 1.5624 -3.2506  C15 1.318, O17 1.389, H21 1.107
17 O -0.0501 1.2261 -2.1508  C13 1.330, C16 1.389
18 H -1.8434 -1.2651 -2.6747  C14 1.092
19 H -2.5069 -0.0600 -1.5432  C14 1.101
20 H -2.6492 0.9079 -4.1649  C15 1.067
21 H -0.6198 2.5660 -3.6685  C16 1.107

These are the Mulliken partial charges, in e, on atoms 1 to 2: H 0.18; N -0.66